## a
Entry from the Open Molecules 2025 dataset: 2 unconnected molecules or ions with the total composition C3H10NOS (ωB97M-V/def2-TZVPD).

## Properties
**Total charge**: -1
**E_LUMO**: 3.5 eV
**Frontier orbital gap**: 6.1 eV

Each line ends with the natural charge from an NBO analysis.
Atoms and positions in Å:
H: -0.7325 -1.2153 1.9527  0.22
C: 1.9573 0.2891 0.2451  0.16
H: -2.1336 -0.1524 2.5779  0.20
H: -1.8235 -1.4572 -1.8300  0.19
H: -1.2302 0.6242 1.3946  0.28
H: 2.0803 1.8336 -1.1794  0.33
O: 0.9210 0.8657 0.8788  -0.94
N: 2.1615 0.8225 -1.1363  -0.90
H: 3.1891 0.7889 -1.3218  0.31
H: 1.7613 -0.8371 0.1080  0.04
C: -1.7904 -0.5755 -1.3053  -0.74
C: -1.4728 -0.3958 1.7321  -0.71
S: -2.5683 -0.7332 0.2702  0.07
H: -2.5545 0.1441 -1.7659  0.20
H: 3.0525 0.2666 0.6726  0.01
H: -0.8171 -0.2684 -1.2933  0.26



## b
Entry from the Open Molecules 2025 dataset: 2 unconnected molecules or ions with the total composition C3H10NOS (ωB97M-V/def2-TZVPD).

## Properties
**Total charge**: -1
**E_LUMO**: 3.5 eV
**Frontier orbital gap**: 6.1 eV

Each line ends with the natural charge from an NBO analysis.
Atoms and positions in Å:
S: 1.0664 0.1950 2.0950  0.09
H: -0.6468 -0.0503 -3.7967  0.33
H: -0.6218 0.6555 0.4568  0.31
C: 1.5306 -0.9920 0.7766  -0.73
H: 0.1497 0.4301 -1.9397  0.04
H: -0.8919 1.4276 2.1320  0.20
H: 2.1815 -0.5466 0.0361  0.20
H: -1.3477 1.1710 -1.5550  0.05
H: 0.6730 -1.5257 0.3761  0.28
C: -0.2153 1.2308 1.3106  -0.77
N: -1.4643 -0.1297 -3.2011  -0.92
H: 0.1934 2.1468 0.8717  0.19
H: 2.0456 -1.7733 1.3489  0.19
O: -1.1250 -0.7586 -0.8828  -0.94
H: -1.9433 -0.9932 -3.4020  0.35
C: -0.9387 0.1566 -1.8354  0.14



## c
Entry from the Open Molecules 2025 dataset: 2 unconnected molecules or ions with the total composition C3H10NOS (ωB97M-V/def2-TZVPD).

## Properties
**Total charge**: -1
**E_LUMO**: 3.9 eV
**Frontier orbital gap**: 6.4 eV

Each line ends with the natural charge from an NBO analysis.
Atoms and positions in Å:
C: -0.3206 -0.8216 0.4163  -0.41
H: -0.3864 -1.4501 1.3061  0.17
H: 0.7627 0.9455 -0.1074  0.21
S: 0.2120 -0.7037 -2.3763  -0.71
H: 1.1350 0.1600 2.6672  0.34
H: -1.2726 -0.2897 0.3681  0.18
H: -1.7622 2.4981 -1.1707  0.44
C: -0.1629 -1.6543 -0.8466  -0.52
C: 0.7949 0.1796 0.6488  -0.23
H: 1.1374 1.6742 2.0381  0.35
H: 1.7544 -0.3291 0.4987  0.16
H: -0.8525 1.3918 -1.7217  0.50
H: 0.5968 -2.4395 -0.6983  0.17
N: 0.7037 0.7651 1.9884  -0.85
O: -1.2548 2.2577 -1.9519  -0.98
H: -1.0848 -2.1838 -1.0588  0.18



## d
Entry from the Open Molecules 2025 dataset: 2 unconnected molecules or ions with the total composition C3H10NOS (ωB97M-V/def2-TZVPD).

## Properties
**Total charge**: -1
**E_LUMO**: 3.4 eV
**Frontier orbital gap**: 6.3 eV

Each line ends with the natural charge from an NBO analysis.
Atoms and positions in Å:
H: 0.0548 1.1053 2.1781  0.19
O: -1.0116 0.6941 -0.9978  -0.96
H: -0.7648 1.8270 -3.3832  0.32
H: 0.7992 0.6380 -1.9435  0.06
H: -1.7703 0.6118 -3.5284  0.33
H: -1.2235 -1.3618 0.7555  0.23
C: -0.2724 0.3180 -2.0375  0.13
H: 2.1764 -0.6632 0.6040  0.12
H: -2.0422 0.0503 1.3690  0.23
S: 1.6126 -0.7378 1.7892  -0.15
H: -1.2549 -1.0796 2.5405  0.17
C: 0.0652 0.2308 1.4858  -0.52
N: -0.7565 0.8000 -3.3513  -0.91
H: 0.1798 0.6093 0.4608  0.31
H: -0.2350 -0.7971 -2.2025  0.06
C: -1.1816 -0.5969 1.5457  -0.61



Top of the stability list: c, leading by 31.4 kcal/mol.



## a
Entry from the Open Molecules 2025 dataset: 2 unconnected molecules or ions with the total composition C3H10NOS (ωB97M-V/def2-TZVPD).

## Properties
**Total charge**: -1
**E_LUMO**: 3.2 eV
**Frontier orbital gap**: 6.1 eV

Each line ends with the natural charge from an NBO analysis.
Atoms and positions in Å:
H: 2.6351 2.3541 0.8265  0.34
H: -1.0922 -1.7608 0.5739  0.18
H: -0.9550 -1.7751 -1.1760  0.17
C: -0.9322 -1.1216 -0.2978  -0.68
H: 2.6755 0.6798 -0.8406  0.08
C: 2.1395 0.5922 0.1291  0.11
H: 0.0411 -0.5448 -0.1946  0.33
S: -3.6934 -0.7239 -0.7386  -0.15
H: -1.7297 0.6877 -1.1440  0.22
H: 2.4509 1.3261 1.9784  0.33
H: 2.1946 -0.4795 0.4273  0.07
C: -1.9914 -0.0548 -0.3983  -0.45
N: 2.9323 1.4118 1.0835  -0.89
O: 0.8402 0.9776 0.0421  -0.97
H: -2.1450 0.4511 0.5450  0.21
H: -3.3705 -2.0201 -0.8159  0.11



## b
Entry from the Open Molecules 2025 dataset: 2 unconnected molecules or ions with the total composition C3H10NOS (ωB97M-V/def2-TZVPD).

## Properties
**Total charge**: -1
**E_LUMO**: 3.7 eV
**Frontier orbital gap**: 6.1 eV

Each line ends with the natural charge from an NBO analysis.
Atoms and positions in Å:
H: -0.5391 -2.3321 -0.3391  0.17
S: 0.9189 1.5336 -1.5207  -0.73
O: 3.4721 -0.4993 1.1193  -0.97
H: -2.0436 1.4242 0.6694  0.16
N: -1.4330 -0.5523 0.3396  -0.64
H: -0.2763 -0.9214 -1.3762  0.23
H: 3.0586 -1.3055 1.4251  0.47
H: -0.0471 2.5336 0.4029  0.18
H: -0.8968 -0.7238 1.1749  0.33
C: -1.3680 0.8625 0.0096  -0.23
C: -0.0010 1.5039 0.0602  -0.55
C: -0.9829 -1.4195 -0.7202  -0.43
H: -1.8161 -1.7266 -1.3680  0.16
H: -1.8399 0.8921 -0.9811  0.19
H: 0.5259 1.0035 0.8932  0.17
H: 3.2685 -0.2729 0.2111  0.50



## c
Entry from the Open Molecules 2025 dataset: 2 unconnected molecules or ions with the total composition C3H10NOS (ωB97M-V/def2-TZVPD).

## Properties
**Total charge**: -1
**E_LUMO**: 4.1 eV
**Frontier orbital gap**: 6.9 eV

Each line ends with the natural charge from an NBO analysis.
Atoms and positions in Å:
H: -2.8432 -2.5636 -0.2711  0.20
N: 2.4497 2.2390 1.4448  -0.85
S: 0.0036 -1.7041 -0.0994  -0.69
C: 2.1965 0.9686 0.7943  0.09
C: -1.5580 -0.8612 -0.4734  -0.52
H: 0.9219 0.2675 -0.4867  0.50
C: -2.6304 -1.8004 -1.0206  -0.61
O: 1.3542 1.1406 -0.3225  -0.81
H: -1.4251 -0.0214 -1.1550  0.17
H: 1.5507 2.6604 1.6571  0.35
H: 1.7267 0.2706 1.4887  0.18
H: -1.9629 -0.3989 0.4289  0.17
H: 2.8697 2.8595 0.7600  0.34
H: -3.5429 -1.2743 -1.3267  0.17
H: -2.2664 -2.3348 -1.9008  0.19
H: 3.1558 0.5524 0.4824  0.13



Top of the stability list: c, leading by 16.0 kcal/mol.



## a
Entry from the Open Molecules 2025 dataset: a molecular structure, C4H13N2P (ωB97M-V/def2-TZVPD).

## Properties
**Total charge**: 0
**E_LUMO**: 0.6 eV
**Frontier orbital gap**: 7.6 eV

Each line ends with the natural charge from an NBO analysis.
Atoms and positions in Å:
H: 2.5887 -0.3497 -1.3445  0.16
H: -3.1898 1.4928 0.5420  0.13
H: 0.2271 2.4692 -0.6269  0.24
H: -4.3401 -0.1820 0.1206  0.24
N: -2.3650 -0.5446 0.3723  -0.64
P: -0.2729 0.2037 -0.0693  1.48
H: 1.3631 1.2593 -1.5749  0.26
H: 2.5052 -2.0839 -0.7441  0.22
C: 0.3581 1.5316 -1.1370  -0.99
C: 0.3596 0.5593 1.5972  -1.00
H: -3.3211 0.7903 -1.0571  0.15
H: 0.1062 -0.3470 2.3102  0.28
H: -0.3700 1.3674 1.8324  0.25
H: 1.4064 0.8446 1.3964  0.23
H: 0.3190 -2.0876 -0.7055  0.42
H: -0.4893 1.5289 -1.8773  0.26
C: 2.0557 -1.1110 -0.5907  -0.41
N: 0.6178 -1.0954 -0.7084  -0.97
C: -3.2893 0.4363 0.0236  -0.47
H: 2.4890 -0.6262 0.2614  0.18



## b
Entry from the Open Molecules 2025 dataset: 2 unconnected molecules or ions with the total composition C4H13N2P (ωB97M-V/def2-TZVPD).

## Properties
**Total charge**: 0
**E_LUMO (alpha / beta)**: 0.0 / 0.3 eV
**Frontier orbital gap (alpha / beta)**: 8.2 / 8.2 eV

Each line ends with the natural charge from an NBO analysis.
Atoms and positions in Å:
H: -0.2882 -0.4932 2.2262  0.20
C: 0.6032 -0.3594 1.7827  -0.46
C: 2.0963 1.1536 -0.5550  -0.98
P: 1.9482 -0.7224 -0.3135  0.82
N: -0.8447 -0.3227 -0.7354  -0.28
H: 1.7718 1.5674 0.4371  0.22
H: 1.5113 1.7129 -1.2638  0.23
H: -2.4860 0.5884 -0.0810  0.18
H: -2.2400 -1.2671 -1.7900  0.21
H: -1.4559 1.7321 -1.0590  0.21
H: 1.2391 -1.1636 -1.5116  -0.02
H: -1.0846 -2.2825 -0.7639  0.23
H: 0.6891 0.7648 1.8859  0.16
H: 1.3857 -0.8142 2.3737  0.23
H: -0.8992 1.2887 0.5584  0.21
N: 0.6288 -1.0278 0.5423  -0.64
H: -2.5467 -1.3374 -0.0260  0.15
C: -1.4994 0.9077 -0.2704  -0.47
C: -1.7617 -1.3847 -0.8644  -0.46
H: 3.2326 1.4596 -0.5721  0.24



Top of the stability list: a, leading by 3.8 kcal/mol.



## a
Entry from the Open Molecules 2025 dataset: a single C10H14N2 molecule (ωB97M-V/def2-TZVPD).

## Properties
**Total charge**: 0
**SMILES**: C=NN1C=CC=C(C)[C@]12C[C@@H]2C
**E_LUMO**: 0.7 eV
**Frontier orbital gap**: 7.9 eV

Each line ends with the natural charge from an NBO analysis.
Atoms and positions in Å:
H: 2.6582 1.5058 0.9332  0.21
H: -3.0574 -2.2184 0.7676  0.16
H: -2.1049 1.3761 -0.8331  0.23
H: -1.1276 1.0065 -2.3479  0.21
C: 1.7583 -1.5815 -0.3773  -0.27
H: 2.7101 -1.9771 -0.7130  0.21
C: -0.0172 1.5580 0.9647  -0.43
N: -2.0562 -0.3450 0.7758  -0.24
H: -3.8940 -0.5033 1.2856  0.20
C: 0.5660 -2.1243 -0.9219  -0.31
C: 1.7160 -0.4222 0.3771  0.09
C: -3.0686 -1.0942 0.9350  -0.17
N: -0.8234 -0.6548 0.2678  -0.27
H: -1.6830 -2.1438 -0.7177  0.20
C: 0.0915 1.5671 -0.5514  -0.24
H: 0.7884 -3.0099 -1.5608  0.22
C: 2.8927 0.3628 0.9777  -0.66
C: -1.1973 1.6395 -1.4141  -0.63
H: 3.0905 0.1408 2.0108  0.23
C: -0.6673 -1.7436 -0.5437  0.01
H: -1.1519 2.6758 -1.9048  0.22
H: 0.7154 1.8991 1.5798  0.21
H: -1.0125 1.6662 1.3691  0.24
C: 0.1619 0.3078 0.2804  0.12
H: 0.9975 2.0607 -0.9287  0.22
H: 3.7148 0.0520 0.2896  0.23



## b
Entry from the Open Molecules 2025 dataset: a single C10H14N2 molecule (ωB97M-V/def2-TZVPD).

## Properties
**Total charge**: 0
**SMILES**: CN[C@H]1CCCc2ccncc21
**E_LUMO**: 0.7 eV
**Frontier orbital gap**: 9.4 eV

Each line ends with the natural charge from an NBO analysis.
Atoms and positions in Å:
H: 2.2521 -2.8629 -1.2271  0.21
H: -4.1903 -0.7421 -0.6366  0.18
C: -1.2779 0.9150 -0.0656  0.07
C: 1.2851 1.9838 -0.3611  -0.40
H: -3.3892 1.6347 -0.3880  0.23
H: 0.6830 -0.9481 1.6965  0.19
H: 2.6444 0.9947 1.0196  0.21
H: 0.9404 1.5142 1.4522  0.19
H: 2.9987 -1.5102 0.1756  0.38
C: -1.2606 -1.3075 0.4569  0.07
C: -3.1525 -0.5811 -0.2052  0.10
H: -0.8180 2.9630 -1.0689  0.25
H: 1.6935 1.6492 -1.3010  0.21
H: 0.9593 -2.9101 0.2409  0.21
H: 1.8842 2.9937 -0.1918  0.23
H: 0.5928 -2.2681 -1.7338  0.23
C: -0.5007 -0.2983 0.0938  -0.17
H: -0.7751 2.7284 0.6119  0.23
H: -1.1445 -2.1023 1.3760  0.20
N: -2.5415 -1.5363 0.3080  -0.45
C: 1.2673 -2.4581 -0.7249  -0.48
C: 1.0317 -0.4463 0.5483  -0.03
C: -2.7018 0.7950 -0.1997  -0.32
N: 2.1346 -1.2472 -0.2621  -0.67
C: 1.6812 0.9235 0.7325  -0.41
C: -0.2964 2.1234 -0.3464  -0.46



## c
Entry from the Open Molecules 2025 dataset: a single C10H14N2 molecule (ωB97M-V/def2-TZVPD).

## Properties
**Total charge**: 0
**E_LUMO**: 0.2 eV
**Frontier orbital gap**: 8.1 eV

Each line ends with the natural charge from an NBO analysis.
Atoms and positions in Å:
C: -0.4892 1.9076 0.4435  -0.19
C: 0.6922 0.2194 -0.0724  0.38
H: 2.6692 1.1448 0.0668  0.23
H: -1.2558 -2.1879 -0.7689  0.20
H: -0.1625 -1.1355 2.9736  0.20
C: -0.6211 2.8731 -0.5001  0.22
H: -1.7938 0.7308 3.2601  0.22
N: -0.5637 3.6325 -1.3483  -0.35
H: -0.8535 -0.7070 -2.9011  0.21
N: -0.1308 -0.4347 -0.9561  -0.48
C: 0.9235 -0.5054 1.2687  -0.50
H: 1.9015 -0.2006 1.5827  0.24
H: -2.2560 -0.8536 -0.8193  0.20
C: 2.0012 0.7666 -0.7092  -0.67
C: -0.0163 -0.2856 -2.3835  -0.41
C: -0.1168 -0.2089 2.4030  -0.15
H: 0.0540 0.7575 -2.7402  0.22
C: -1.0491 0.7693 2.5167  -0.24
H: -1.3428 -1.1161 0.6532  0.23
C: -1.2728 1.7168 1.4926  -0.22
H: 0.7194 -1.6196 0.9341  0.23
H: 2.5978 0.0693 -1.2374  0.22
H: 1.7521 1.4876 -1.5566  0.24
H: -2.1596 2.2940 1.4419  0.20
C: -1.3054 -1.1848 -0.4484  -0.42
H: 0.8717 -0.9128 -2.9146  0.18



Top of the stability list: c, leading by 6.2 kcal/mol.



## a
Entry from the Open Molecules 2025 dataset: a single C8H5BrCl2 molecule (ωB97M-V/def2-TZVPD).

## Properties
**Total charge**: 0
**SMILES**: ClC#C\C=C/C=C\C=C(\Cl)Br
**E_LUMO**: -0.2 eV
**Frontier orbital gap**: 8.4 eV

Each line ends with the natural charge from an NBO analysis.
Atoms and positions in Å:
C: 0.7573 -0.4717 1.2418  -0.17
C: 1.5886 -0.1865 -1.1429  -0.18
H: 0.9772 0.8933 -2.8700  0.23
H: 2.4587 -0.3686 -1.7914  0.22
C: -1.3117 1.7305 -0.5710  -0.07
C: -0.6973 -0.2399 1.3801  -0.29
H: -0.9702 0.5228 2.1138  0.24
Br: -0.8699 -2.3280 -0.4487  0.07
H: 1.2109 -0.4716 2.1596  0.20
H: 2.5719 -0.7221 0.6258  0.21
C: -0.3779 1.3797 -1.2163  -0.07
Cl: -2.7403 2.2012 0.1182  0.12
Cl: -3.3347 -0.9226 1.0932  0.04
C: -1.5964 -1.0800 0.8655  -0.10
C: 1.6652 -0.5351 0.2686  -0.21
C: 0.6685 0.5986 -1.8264  -0.23



## b
Entry from the Open Molecules 2025 dataset: 2 unconnected molecules or ions with the total composition C8H5BrCl2 (ωB97M-V/def2-TZVPD).

## Properties
**Total charge**: 0
**SMILES**: ClC#Cc1ccccc1Cl.Br
**E_LUMO**: 0.4 eV
**Frontier orbital gap**: 9.4 eV

Each line ends with the natural charge from an NBO analysis.
Atoms and positions in Å:
H: 3.4049 1.1217 0.3343  0.23
C: 0.0258 -0.5207 0.2390  -0.18
H: -3.0974 -2.6142 -1.5840  0.21
Cl: -4.3713 1.5854 -0.0754  0.15
H: 1.2346 -2.3174 0.2235  0.22
Br: -3.8091 -2.2409 -0.3592  -0.21
C: 2.3886 -0.6491 0.2707  -0.18
C: 1.1727 -1.2886 0.1597  -0.21
Cl: 1.4710 3.2131 -0.3328  0.02
C: -2.7852 1.2960 0.0946  -0.13
H: -0.9845 -0.8676 0.3000  0.23
C: -0.0245 0.8693 0.0929  -0.09
C: -1.5427 1.2927 0.0964  -0.03
C: 2.3884 0.7249 0.2298  -0.23
C: 1.2558 1.4977 -0.0772  -0.01
H: 3.2730 -1.1023 0.3877  0.21



Top of the stability list: b, leading by 35.7 kcal/mol.



## a
Entry from the Open Molecules 2025 dataset: a molecular structure, C5H7N3 (ωB97M-V/def2-TZVPD).

## Properties
**Total charge**: +2
**E_LUMO (alpha / beta)**: -12.1 / -11.9 eV
**Frontier orbital gap (alpha / beta)**: 6.6 / 8.6 eV

Each line ends with the natural charge from an NBO analysis.
Atoms and positions in Å:
H: -2.2513 1.6675 -0.2009  0.33
H: -1.2881 -0.9126 1.8451  0.41
H: 3.6837 1.9625 -1.0180  0.38
C: -1.0094 0.0625 -0.0545  0.60
H: -2.4321 0.6513 -1.5760  0.38
C: -2.2826 0.6410 -0.3756  -0.74
N: 0.1587 0.5376 -0.4335  -0.45
N: 3.6251 1.0743 -0.5493  -0.41
C: -0.8525 -1.1413 0.8528  -0.76
H: -1.6750 -2.0358 0.7730  0.43
H: -3.1322 0.1789 0.1284  0.30
N: 1.5397 -1.2806 0.4023  -0.40
C: 1.1679 -0.0841 -0.1438  0.90
H: 4.2778 0.3431 -0.5834  0.37
C: 0.4703 -1.6645 0.9335  0.66



## b
Entry from the Open Molecules 2025 dataset: a gas-phase ion, C5H7N3 (charge +2) (ωB97M-V/def2-TZVPD).

## Properties
**Total charge**: +2
**SMILES**: CC1=NC(=[NH2+])[N+]#CC1
**E_LUMO**: -11.7 eV
**Frontier orbital gap**: 9.4 eV

Each line ends with the natural charge from an NBO analysis.
Atoms and positions in Å:
C: -0.4070 1.4565 -0.5403  0.69
C: 1.2550 0.8785 0.8603  0.76
H: -1.7534 2.4610 -1.8870  0.49
H: -0.2012 3.3344 -1.3709  0.48
C: -0.2361 -0.7430 0.0983  0.61
H: 1.0854 -0.7451 2.2417  0.38
C: 1.0962 -0.4182 1.1718  -0.63
N: -0.8679 2.5472 -1.3683  -0.59
H: -0.2691 -2.5223 1.1620  0.31
C: -0.4171 -2.1347 0.0583  -0.74
H: -1.3935 -2.3521 -0.3725  0.32
N: 0.6811 1.7503 0.2600  -0.35
H: 1.8251 -0.9991 0.6098  0.35
N: -0.7409 0.1958 -0.5334  -0.41
H: 0.3435 -2.7093 -0.3899  0.34



Top of the stability list: b, leading by 131.2 kcal/mol.